{
  "formula": "C2H3N",
  "method": "ωB97M-V/def2-TZVPD",
  "symbols": ["C", "C", "H", "H", "H", "N"],
  "positions_angstrom": [[-0.5130, 0.0054, 0.0067], [0.9588, 0.0443, 0.0209], [-0.8674, 1.0276, -0.2489], [-0.7806, -0.7497, -0.7498], [-0.9258, -0.3218, 0.9632], [2.1279, -0.0056, 0.0079]],
  "mulliken_charge": [-0.657, 0.276, 0.240, 0.238, 0.259, -0.356],
  "spin_multiplicity": 1,
  "e_homo_ev": -11.70,
  "lumo_energy_ev": 0.78,
  "smiles": "CC#N",
  "homo_lumo_gap_ev": 12.49,
  "relative_energy_kcal_mol": 1.9,
  "charge": 0
}



{
  "formula": "C2H3N2O",
  "method": "ωB97M-V/def2-TZVPD",
  "symbols": ["C", "C", "N", "N", "O", "H", "H", "H"],
  "positions_angstrom": [[0.3117, -0.2617, -0.1269], [-1.0601, -0.0370, 0.0251], [2.2880, 1.1837, 0.1265], [1.3738, 0.5852, -0.0123], [1.2384, -1.5661, -0.3040], [-1.7395, -0.5916, -0.6583], [-1.0632, 1.0333, -0.0873], [-1.3491, -0.3458, 1.0373]],
  "mulliken_charge": [0.578, -0.715, -0.167, 0.446, -0.114, 0.356, 0.305, 0.311],
  "spin_multiplicity": 3,
  "e_homo_ev": [-15.76, -18.04],
  "lumo_energy_ev": [-6.33, -8.47],
  "homo_lumo_gap_ev": [9.42, 9.57],
  "relative_energy_kcal_mol": 37.4,
  "charge": 1
}



{
  "formula": "C2H3N2O2",
  "method": "ωB97M-V/def2-TZVPD",
  "symbols": ["C", "C", "N", "N", "O", "O", "H", "H", "H"],
  "positions_angstrom": [[0.0241, -1.3470, -0.1948], [-1.5869, 0.9607, -1.2823], [0.9672, -0.5286, 0.1778], [1.2216, -0.2691, 1.4797], [2.2410, 0.4720, 1.6463], [-2.7599, 0.7472, -1.5958], [-0.6382, -1.4727, 0.6692], [-1.1412, 1.6542, -0.4890], [1.6723, -0.2167, -0.4111]],
  "mulliken_charge": [-0.510, 0.085, 0.317, -0.404, -0.610, -0.401, 0.195, 0.182, 0.147],
  "spin_multiplicity": 1,
  "e_homo_ev": [-1.80, -3.42],
  "lumo_energy_ev": [3.66, 3.96],
  "homo_lumo_gap_ev": [5.46, 7.39],
  "relative_energy_kcal_mol": 139.7,
  "charge": -1
}



{
  "formula": "C2H3N2O2",
  "method": "ωB97M-V/def2-TZVPD",
  "symbols": ["C", "C", "N", "N", "O", "O", "H", "H", "H"],
  "positions_angstrom": [[0.5168, -0.2608, -1.1537], [0.2225, 0.7476, 0.0147], [0.0938, -1.3929, -1.2600], [-0.6469, -0.9193, 1.3637], [-1.6698, -1.3461, 1.8968], [-0.8602, 0.3662, 0.7886], [1.2205, 0.2627, -1.8589], [1.1436, 0.8124, 0.6122], [-0.0203, 1.7303, -0.4034]],
  "mulliken_charge": [-0.172, -0.402, -0.761, 0.088, -0.440, -0.108, 0.326, 0.162, 0.306],
  "spin_multiplicity": 1,
  "e_homo_ev": [-1.76, -1.76],
  "lumo_energy_ev": [4.43, 4.43],
  "homo_lumo_gap_ev": [6.20, 6.20],
  "relative_energy_kcal_mol": 87.3,
  "charge": -1
}



{
  "formula": "C2H3N2O2",
  "method": "ωB97M-V/def2-TZVPD",
  "symbols": ["C", "C", "N", "N", "O", "O", "H", "H", "H"],
  "positions_angstrom": [[-1.4433, 0.5015, 0.5513], [0.8938, 0.0639, -0.3322], [1.1157, -1.2742, 0.1719], [-0.5393, -0.2140, -0.3481], [-1.5332, 0.3066, 1.7387], [-1.9790, 1.2703, -0.2374], [1.1335, 0.8636, 0.5146], [1.1748, 0.2569, -1.3473], [1.1769, -1.7746, -0.7116]],
  "mulliken_charge": [0.612, -0.162, -0.581, -0.276, -0.663, -0.635, 0.286, 0.226, 0.193],
  "spin_multiplicity": 1,
  "e_homo_ev": [-4.41, -4.11],
  "lumo_energy_ev": [4.40, 4.19],
  "homo_lumo_gap_ev": [8.81, 8.30],
  "relative_energy_kcal_mol": 42.3,
  "charge": -1
}



{
  "formula": "C2H3N2O2",
  "method": "ωB97M-V/def2-TZVPD",
  "symbols": ["C", "C", "N", "N", "O", "O", "H", "H", "H"],
  "positions_angstrom": [[2.6534, 0.0559, -0.0055], [1.4113, -0.1991, 0.0692], [4.1128, 0.0331, 0.0066], [0.0735, 0.0582, -0.0972], [4.6127, 1.1241, -0.0484], [4.5806, -1.0851, -0.0270], [-0.2706, 0.2138, 0.8756], [-0.3325, -0.8647, -0.3901], [-0.1598, 0.7873, -0.7266]],
  "mulliken_charge": [0.072, -0.080, 0.828, -0.206, -0.402, -0.398, 0.420, 0.421, 0.345],
  "spin_multiplicity": 1,
  "e_homo_ev": -15.82,
  "lumo_energy_ev": -5.48,
  "smiles": "[NH3+]C#C[N+](=O)[O-]",
  "homo_lumo_gap_ev": 10.35,
  "relative_energy_kcal_mol": 167.1,
  "charge": 1
}